Molecular formula: C12H48N24O12
Method: DFT, ωB97M-V/def2-TZVPD

XYZ file:
```
96
Properties=species:S:1:pos:R:3:mulliken_charge:R:1
N -2.723 6.583 1.176 -0.386
C -3.135 5.511 0.421 0.614
N -2.091 4.740 -0.024 -0.277
O -4.310 5.264 0.188 -0.668
H -3.422 7.177 1.574 0.227
H -1.734 6.691 1.283 0.175
H -2.352 3.882 -0.479 0.106
H -1.184 4.849 0.387 0.228
N 1.824 1.411 -3.917 -0.267
C 2.494 0.497 -4.699 0.512
N 1.805 -0.707 -4.851 -0.314
O 3.482 0.756 -5.364 -0.682
H 2.003 2.387 -4.053 0.221
H 0.993 1.134 -3.426 0.282
H 0.952 -0.700 -4.307 0.030
H 2.009 -1.141 -5.731 0.248
N 0.333 -2.540 1.577 -0.030
C 0.548 -3.332 0.496 0.564
N -0.067 -4.541 0.483 -0.395
O 1.398 -2.977 -0.328 -0.893
H -0.507 -2.667 2.113 0.155
H 0.976 -1.832 1.865 0.012
H -0.024 -5.059 -0.384 0.274
H -0.516 -4.899 1.301 0.158
N 3.536 -2.156 1.541 -0.153
C 3.758 -2.841 2.706 0.644
N 3.827 -4.199 2.522 -0.365
O 4.085 -2.311 3.778 -0.754
H 2.905 -2.610 0.888 -0.077
H 3.643 -1.169 1.397 0.354
H 3.718 -4.535 1.584 0.210
H 4.117 -4.736 3.315 0.234
N 1.661 -3.035 -3.070 -0.088
C 1.267 -4.223 -3.629 0.698
N 1.856 -4.515 -4.832 -0.416
O 0.502 -4.968 -3.013 -0.686
H 1.349 -2.876 -2.117 -0.006
H 2.327 -2.535 -3.626 0.241
H 2.506 -3.861 -5.223 0.155
H 1.412 -5.200 -5.415 0.252
N 4.381 2.528 1.190 -0.456
C 3.958 1.675 2.178 0.539
N 4.420 1.983 3.438 -0.453
O 3.266 0.667 1.961 -0.733
H 5.170 3.096 1.430 0.184
H 4.253 2.217 0.244 0.251
H 4.285 1.193 4.057 0.259
H 5.105 2.712 3.443 0.167
N -0.478 0.819 -1.355 0.216
C 0.120 1.092 -0.160 0.284
N 0.959 0.139 0.327 0.365
O -0.084 2.164 0.422 -0.731
H -0.175 0.089 -1.965 -0.098
H -1.178 1.503 -1.614 0.110
H 1.074 -0.758 -0.114 -0.021
H 1.608 0.413 1.054 0.010
N -3.966 0.004 -0.322 -0.254
C -4.752 -0.988 -0.827 0.637
N -5.270 -1.845 0.109 -0.444
O -4.851 -1.196 -2.056 -0.780
H -3.345 0.512 -0.939 0.148
H -3.753 -0.152 0.647 0.233
H -5.420 -1.474 1.030 0.196
H -5.779 -2.652 -0.196 0.224
N -4.279 3.637 -2.961 -0.473
C -3.308 2.678 -2.820 0.537
N -2.834 2.143 -3.973 -0.308
O -3.015 2.207 -1.705 -0.606
H -4.645 3.988 -2.085 0.252
H -4.890 3.521 -3.748 0.229
H -2.202 1.357 -3.971 0.090
H -3.041 2.586 -4.849 0.199
N -2.781 -1.931 -3.727 -0.254
C -1.632 -1.420 -4.200 0.509
N -1.338 -1.757 -5.496 -0.374
O -0.970 -0.543 -3.602 -0.368
H -3.254 -1.725 -2.842 0.112
H -3.265 -2.613 -4.285 0.136
H -0.622 -1.336 -6.054 0.228
H -2.043 -2.234 -6.030 0.135
N 0.044 3.016 6.585 -0.371
C -0.212 3.250 5.251 0.573
N -0.825 2.160 4.654 -0.418
O 0.007 4.318 4.685 -0.642
H 0.607 3.640 7.129 0.197
H -0.331 2.205 7.043 0.183
H -0.797 1.275 5.122 0.218
H -0.799 2.213 3.642 0.247
N 0.092 -1.011 4.739 -0.273
C 0.711 -1.015 5.959 0.526
N 2.057 -1.297 5.957 -0.299
O 0.072 -0.681 6.960 -0.699
H -0.889 -0.875 4.599 0.238
H 0.699 -1.039 3.936 0.088
H 2.472 -1.722 5.127 0.186
H 2.445 -1.453 6.869 0.213
```

SMILES: NC(N)=O.NC(N)=O.NC(N)=O.NC(N)=O.NC(N)=O.NC(N)=O.NC(N)=O.NC(N)=O.NC(N)=O.NC(N)=O.NC(N)=O.NC(N)=O
relative energy (zero: lowest compared OMol25 entry of this formula, charge and spin): 44.6 kcal/mol
lowest unoccupied orbital energy: 0.0037 hartree
E: -73568.4297 eV
HOMO level: -0.336 hartree
frontier orbital gap: 9.25 eV

Molecular formula: C21H50BFN10O23
Method: DFT, ωB97M-V/def2-TZVPD

XYZ file:
```
106
Properties=species:S:1:pos:R:3:mulliken_charge:R:1
C 0.498 -5.307 -1.133 -0.143
C 1.059 -4.822 -0.178 -0.334
C 1.880 -4.393 0.943 -0.889
C 1.686 -2.906 1.230 -0.383
C 0.295 -2.569 1.780 -0.354
B 0.155 -1.205 2.545 -0.266
C 1.348 -0.331 3.127 -0.404
O 1.504 0.903 2.429 -0.293
C 2.493 1.712 2.989 -0.582
O 3.306 2.137 1.945 -0.281
C 4.058 3.260 2.343 -0.655
C 4.956 3.645 1.186 -0.421
O 4.283 3.630 -0.066 -0.529
C -1.324 -0.682 2.791 0.516
C -1.524 0.799 2.474 -1.413
F -2.274 -1.435 2.075 -0.141
H 0.064 -5.882 -1.897 0.472
H 1.692 -5.011 1.815 0.339
H 2.920 -4.543 0.668 0.356
H 2.436 -2.639 1.972 0.268
H 1.875 -2.288 0.357 0.313
H -0.074 -3.342 2.464 0.273
H -0.425 -2.568 0.960 0.207
H 1.105 -0.124 4.184 0.330
H 2.313 -0.841 3.147 0.436
H 2.005 2.566 3.482 0.252
H 3.055 1.173 3.759 0.372
H 4.702 3.041 3.202 0.415
H 3.406 4.112 2.559 0.426
H 5.834 3.008 1.135 0.323
H 5.323 4.668 1.320 0.285
H 3.361 3.829 0.115 0.276
H -1.531 -0.815 3.858 0.123
H -2.559 1.090 2.631 0.426
H -1.276 1.062 1.450 0.327
H -0.930 1.450 3.105 0.317
C -1.808 -0.523 -1.145 -0.500
N -2.364 0.551 -2.010 0.742
O -2.931 0.220 -3.032 -0.337
O -2.208 1.699 -1.643 -0.544
H -2.019 -1.480 -1.599 0.418
H -0.735 -0.359 -1.068 0.339
H -2.281 -0.448 -0.170 0.003
C 6.527 6.121 4.092 -0.801
N 5.960 4.812 4.520 0.935
O 6.542 3.809 4.169 -0.502
O 4.947 4.841 5.190 -0.528
H 7.419 5.935 3.504 0.329
H 5.770 6.627 3.500 0.311
H 6.761 6.684 4.990 0.291
C -4.653 -3.119 0.385 -0.685
N -3.963 -3.764 -0.766 0.973
O -3.048 -3.156 -1.285 -0.600
O -4.362 -4.853 -1.106 -0.534
H -4.193 -2.157 0.573 0.111
H -5.699 -3.006 0.111 0.288
H -4.542 -3.775 1.243 0.322
C -7.197 -5.492 -3.125 -0.581
N -8.201 -4.508 -2.638 0.928
O -9.374 -4.755 -2.820 -0.560
O -7.772 -3.519 -2.080 -0.536
H -7.718 -6.319 -3.592 0.312
H -6.557 -4.981 -3.839 0.298
H -6.633 -5.826 -2.267 0.115
C -0.638 2.170 -4.564 -0.255
N 0.813 1.985 -4.835 0.982
O 1.529 2.961 -4.793 -0.572
O 1.181 0.854 -5.082 -0.563
H -0.821 3.218 -4.361 0.316
H -1.180 1.844 -5.448 0.161
H -0.890 1.562 -3.707 -0.078
C -4.069 -8.942 -1.460 -0.762
N -5.145 -8.047 -1.962 0.949
O -5.966 -7.646 -1.166 -0.519
O -5.128 -7.774 -3.145 -0.509
H -4.214 -9.092 -0.397 0.319
H -4.146 -9.879 -2.002 0.287
H -3.121 -8.452 -1.660 0.264
C 5.116 5.048 8.716 -0.610
N 6.452 5.165 9.364 0.880
O 6.889 6.280 9.554 -0.525
O 7.010 4.130 9.655 -0.523
H 4.742 6.044 8.514 0.290
H 5.248 4.488 7.795 0.193
H 4.464 4.519 9.405 0.289
C -2.676 -1.013 -6.265 -0.618
N -3.270 0.034 -7.141 0.971
O -3.892 -0.324 -8.114 -0.562
O -3.090 1.192 -6.811 -0.565
H -2.918 -1.984 -6.680 0.314
H -1.601 -0.852 -6.246 0.323
H -3.107 -0.892 -5.275 0.135
C 7.260 4.955 -1.334 -0.459
N 8.288 5.368 -0.341 0.923
O 9.306 4.716 -0.274 -0.537
O 8.029 6.338 0.344 -0.542
H 7.618 4.082 -1.867 0.280
H 6.349 4.728 -0.790 0.061
H 7.107 5.788 -2.015 0.298
C -5.769 1.548 -4.577 -0.507
N -6.570 0.343 -4.235 0.932
O -7.607 0.504 -3.631 -0.551
O -6.120 -0.728 -4.591 -0.528
H -6.282 2.426 -4.203 0.299
H -4.797 1.434 -4.105 0.089
H -5.677 1.582 -5.659 0.258
```

SMILES: C#CCCCB(COCOCCO)[C@@H](C)F.C[N+](=O)[O-].C[N+](=O)[O-].C[N+](=O)[O-].C[N+](=O)[O-].C[N+](=O)[O-].C[N+](=O)[O-].C[N+](=O)[O-].C[N+](=O)[O-].C[N+](=O)[O-].C[N+](=O)[O-]
relative energy (zero: lowest compared OMol25 entry of this formula, charge and spin): 12.2 kcal/mol
lowest unoccupied orbital energy: -0.0144 hartree
E: -87944.0932 eV
HOMO level: -0.375 hartree
frontier orbital gap: 9.81 eV

Molecular formula: C26H20N2O4PbS4
Method: DFT, ωB97M-V/def2-TZVPD

XYZ file:
```
57
Properties=species:S:1:pos:R:3:mulliken_charge:R:1
Pb 0.011 0.516 0.700 1.299
S -2.790 1.713 0.756 -0.139
C -3.715 0.352 0.319 0.852
C -5.006 0.209 0.876 -0.608
C -5.757 -0.928 0.658 -0.633
C -5.253 -1.940 -0.150 -0.607
C -4.005 -1.804 -0.760 -0.643
C -3.239 -0.677 -0.545 0.164
S -1.675 -0.587 -1.391 -0.108
C -1.904 0.865 -2.456 -1.235
C -0.969 2.055 -2.373 0.589
C -1.146 2.963 -3.407 -0.915
C -0.393 4.121 -3.434 -0.532
C 0.519 4.321 -2.419 -0.807
C 0.660 3.362 -1.421 0.347
C 1.725 3.722 -0.402 -0.781
S 1.946 2.756 1.111 -0.114
C 3.528 1.967 0.902 0.636
C 4.582 2.615 0.286 -0.584
C 5.837 2.022 0.216 -0.597
C 6.070 0.777 0.799 -0.683
C 5.046 0.141 1.455 -0.601
C 3.747 0.700 1.516 0.443
S 2.539 -0.174 2.333 -0.195
N -0.073 2.240 -1.389 0.348
H -5.380 1.011 1.498 0.478
H -6.735 -1.027 1.108 0.452
H -5.840 -2.828 -0.339 0.446
H -3.648 -2.573 -1.432 0.464
H -2.923 1.215 -2.289 0.559
H -1.866 0.486 -3.477 0.626
H -1.875 2.760 -4.179 0.496
H -0.516 4.848 -4.225 0.449
H 1.130 5.213 -2.392 0.494
H 1.524 4.742 -0.072 0.512
H 2.677 3.756 -0.927 0.332
H 4.466 3.612 -0.113 0.517
H 6.643 2.552 -0.271 0.411
H 7.053 0.330 0.756 0.415
H 5.205 -0.811 1.944 0.475
O -2.114 -2.396 3.966 -0.429
C -1.470 -1.837 2.961 0.166
O -1.506 -0.651 2.713 -0.545
C -0.700 -2.826 2.137 0.166
C -0.701 -4.188 2.412 -0.591
C 0.060 -5.013 1.598 -0.910
C 0.784 -4.455 0.554 -1.014
C 0.720 -3.080 0.359 1.010
N -0.009 -2.291 1.139 0.576
C 1.458 -2.323 -0.719 0.344
O 2.126 -2.990 -1.637 -0.431
O 1.444 -1.112 -0.747 -0.469
H -2.582 -1.718 4.480 0.411
H -1.269 -4.581 3.242 0.596
H 0.099 -6.078 1.779 0.473
H 1.387 -5.104 -0.068 0.333
H 2.073 -3.950 -1.536 0.290
```

lowest unoccupied orbital energy (spin up / spin down): -0.2759 / -0.2858 hartree
E: -87032.9631 eV
HOMO level (spin up / spin down): -0.499 / -0.493 hartree
charge: +2
frontier orbital gap (spin up / spin down): 6.06 / 5.63 eV

Molecular formula: C4H5NOS
Method: DFT, ωB97M-V/def2-TZVPD

XYZ file:
```
12
Properties=species:S:1:pos:R:3:mulliken_charge:R:1
C -0.389 -1.897 -0.049 -0.015
C -1.580 -1.177 0.040 -0.513
C 0.422 0.426 -0.099 0.478
C 1.468 1.419 -0.018 -0.947
N 0.809 -1.204 -0.036 -0.485
O -2.079 1.351 0.281 -0.590
S -1.252 0.417 -0.462 0.407
H -0.137 -2.996 0.083 0.362
H -2.490 -1.658 0.191 0.433
H 1.105 2.407 0.591 0.270
H 1.684 1.746 -0.964 0.283
H 2.438 1.167 0.441 0.319
```

relative energy (zero: lowest compared OMol25 entry of this formula, charge and spin): 118.3 kcal/mol
lowest unoccupied orbital energy (spin up / spin down): -0.0439 / -0.0439 hartree
E: -18596.7870 eV
HOMO level (spin up / spin down): -0.327 / -0.327 hartree
frontier orbital gap (spin up / spin down): 7.71 / 7.71 eV

Which of these has the highest E?
C4H5NOS

Look up the E of the third one.
-87032.9631 eV